Entry 1:
Entry from OMol25: a 5-piece molecular cluster, C20H55N5O5 overall at a distorted geometry (ωB97M-V/def2-TZVPD).

```
85
Properties=species:S:1:pos:R:3:forces:R:3
C -10.8152 -19.9289 -2.8869 -0.60 -0.40 0.60
C -10.5140 -18.4634 -2.8047 1.53 1.08 0.02
C -11.0122 -17.8093 -1.5286 -1.54 -0.54 0.96
O -10.6057 -16.4793 -1.2939 0.37 0.21 0.09
C -11.3929 -15.4977 -1.8991 -1.13 -0.21 -0.62
N -9.0452 -18.3172 -2.8327 -0.24 0.24 0.08
H -10.3599 -20.4077 -3.7527 -0.15 0.19 -0.20
H -11.8931 -20.1074 -2.8800 0.06 -0.14 -0.14
H -10.3891 -20.4250 -2.0106 -0.04 0.02 0.03
H -10.9971 -17.8956 -3.6141 0.04 -0.30 -0.30
H -10.7872 -18.3638 -0.6131 0.74 -0.14 -0.26
H -12.1143 -17.8565 -1.5086 -0.09 0.18 -0.34
H -12.4249 -15.3985 -1.5236 0.18 -0.34 0.70
H -11.6126 -15.7583 -2.9436 0.59 0.40 -0.24
H -10.9487 -14.5143 -1.7688 0.36 -0.12 -0.26
H -8.7460 -17.3710 -3.1024 -0.25 -0.76 0.12
H -8.6297 -18.9986 -3.4529 0.01 0.11 -0.13
C -8.3959 -15.5648 -7.1512 0.75 -0.27 -0.42
C -8.8678 -15.9616 -5.7694 -1.90 0.92 0.08
C -8.5242 -14.9451 -4.6397 0.16 -0.90 -0.84
O -8.1485 -15.7724 -3.5364 0.28 1.68 0.19
C -7.8213 -15.1110 -2.3067 -0.81 -0.97 0.76
N -10.3574 -16.0286 -5.9431 0.00 0.19 0.40
H -7.3161 -15.7066 -7.2338 0.02 0.48 -0.13
H -8.7108 -14.5562 -7.4360 0.40 0.27 0.45
H -8.8461 -16.1404 -7.9613 -0.06 -0.53 0.39
H -8.5109 -16.9260 -5.4138 0.08 -0.11 -0.37
H -9.4131 -14.3316 -4.4665 -0.12 -0.12 0.54
H -7.7738 -14.2295 -4.9743 0.45 -0.16 0.26
H -6.7632 -14.8925 -2.1876 -0.01 0.47 -0.43
H -8.0797 -15.8145 -1.5111 0.20 -0.35 -0.17
H -8.4828 -14.2855 -2.0498 0.24 0.47 -0.62
H -10.8475 -16.0471 -5.0488 0.32 -0.40 0.10
H -10.6054 -15.0952 -6.2709 -0.12 -0.18 -0.33
C -2.4453 -13.3830 -0.1355 -0.73 -0.53 0.95
C -2.5848 -14.9341 -0.0799 0.26 1.51 -0.06
C -3.9505 -15.3769 -0.5675 -0.59 -0.92 -0.20
O -3.9304 -16.7932 -0.7171 0.49 -0.44 0.32
C -5.2066 -17.3184 -0.9863 -0.10 -0.29 -0.17
N -1.5163 -15.4391 -0.9302 -1.13 -0.48 -0.26
H -2.7148 -13.1094 -1.1527 0.51 0.41 -0.06
H -1.4695 -13.0525 0.2239 0.36 -0.23 -0.74
H -3.0730 -12.8147 0.5601 -0.56 -0.45 -0.14
H -2.5288 -15.3186 0.9455 0.18 0.16 0.14
H -4.3126 -15.0049 -1.5357 0.52 0.60 0.01
H -4.7160 -15.1312 0.1812 0.11 0.27 0.08
H -5.7817 -17.5039 -0.0729 -0.18 0.61 0.06
H -5.1672 -18.3083 -1.4444 0.58 0.10 -0.17
H -5.7010 -16.6556 -1.6973 -0.42 -0.13 0.17
H -0.6105 -15.0845 -0.6727 0.10 -0.28 0.24
H -1.6039 -16.4483 -0.9120 0.66 0.01 -0.21
C -5.8116 -11.0699 -8.2821 0.28 0.49 -1.42
C -6.1013 -12.5101 -8.6619 0.12 -0.53 1.04
C -6.5239 -12.6920 -10.1066 -0.52 0.01 0.02
O -6.7906 -14.0749 -10.2616 0.41 -0.07 -0.09
C -7.2932 -14.4041 -11.5310 -1.18 -0.80 0.41
N -4.9497 -13.3652 -8.3097 -0.71 1.34 0.44
H -6.7225 -10.5003 -8.4745 0.06 0.23 0.42
H -5.0647 -10.6515 -8.9712 0.00 -0.04 -0.06
H -5.3897 -10.8794 -7.2974 -0.44 -0.41 0.26
H -6.9437 -12.7954 -8.0203 -0.11 -0.34 -0.27
H -5.7784 -12.3510 -10.8356 0.30 -0.07 0.15
H -7.4339 -12.1147 -10.3200 -0.10 0.02 0.08
H -7.5604 -15.4651 -11.5571 0.63 -0.13 0.27
H -6.6024 -14.2160 -12.3538 -0.13 0.43 -0.03
H -8.3035 -13.9819 -11.6167 0.34 0.70 -0.63
H -4.9366 -14.2167 -8.8506 0.33 0.11 -0.20
H -4.1756 -12.7273 -8.4444 0.69 -0.91 -0.24
C -3.7867 -11.7078 -4.0610 0.41 0.02 0.93
C -5.0458 -12.4754 -3.6038 0.84 0.84 -0.81
C -6.2068 -11.4647 -3.5139 1.22 -0.26 2.37
O -7.2937 -12.1852 -2.9831 -0.85 -0.64 -1.18
C -8.4919 -11.4612 -2.8188 0.29 0.37 0.03
N -5.2326 -13.5747 -4.5016 0.50 -0.08 -0.17
H -3.8088 -11.4065 -5.1096 -0.30 0.21 0.06
H -2.8429 -12.2441 -3.9325 -0.34 -0.58 -0.08
H -3.6320 -10.8608 -3.3852 -0.25 0.36 -0.41
H -4.8399 -12.8608 -2.6009 -0.28 0.08 0.08
H -6.3519 -10.8270 -4.3927 -0.46 -0.50 -0.28
H -5.8858 -10.8088 -2.6826 -0.01 0.47 -0.41
H -9.3882 -12.0722 -2.9510 0.31 -0.42 0.09
H -8.5621 -10.6847 -3.5872 -0.02 0.26 0.29
H -8.4873 -11.0630 -1.7977 -0.29 0.39 -0.21
H -5.1209 -13.2426 -5.4528 -0.36 -0.53 -0.20
H -6.0683 -14.1064 -4.3400 -0.16 0.06 -0.15
```
Forces are in eV/Å.

Maximum force = 0.0521 hartree/bohr
Molar mass = 445.69 g mol⁻¹
SMILES string = COC[C@H](C)N.COC[C@H](C)N.COC[C@H](C)N.COC[C@H](C)N.COC[C@H](C)N
HOMO-LUMO gap = 9.1 eV

Charges obtained by Löwdin population analysis, quoted in units of e: C -0.07; C -0.44; C -0.21; O -0.18; C -0.12; N 0.06; H 0.08; H 0.08; H 0.09; H 0.12; H 0.13; H 0.13; H 0.09; H 0.07; H 0.08; H 0.03; H 0.06; C -0.08; C -0.38; C -0.17; O -0.22; C -0.08; N 0.02; H 0.08; H 0.07; H 0.08; H 0.13; H 0.12; H 0.10; H 0.06; H 0.08; H 0.08; H 0.03; H 0.06; C -0.06; C -0.43; C -0.21; O -0.20; C -0.10; N 0.04; H 0.06; H 0.07; H 0.07; H 0.13; H 0.11; H 0.13; H 0.09; H 0.09; H 0.06; H 0.07; H 0.07; C -0.07; C -0.45; C -0.21; O -0.20; C -0.11; N 0.06; H 0.08; H 0.08; H 0.06; H 0.12; H 0.13; H 0.13; H 0.09; H 0.09; H 0.09; H 0.07; H 0.06; C -0.06; C -0.44; C -0.20; O -0.22; C -0.10; N 0.07; H 0.07; H 0.08; H 0.08; H 0.12; H 0.13; H 0.13; H 0.07; H 0.09; H 0.09; H 0.06; H 0.03


Entry 2:
Entry from OMol25: C19H20Br2FeN3O2SSe as an isolated structure at a distorted geometry (ωB97M-V/def2-TZVPD).

```
49
Properties=species:S:1:pos:R:3:forces:R:3
Fe -0.7141 0.1596 -0.8081 1.12 0.72 1.02
Br 2.6533 -1.6483 -4.1507 -0.03 0.00 -0.01
C 2.9551 -0.9879 -2.4110 0.20 -0.03 0.13
C 4.2606 -0.9583 -1.8998 -0.06 -0.01 -0.03
C 4.5190 -0.5016 -0.6353 -0.06 0.01 0.00
Br 6.3008 -0.5165 0.0118 0.03 0.00 0.00
C 3.4686 -0.0295 0.1864 -0.07 0.03 -0.02
C 3.6010 0.4338 1.5132 0.01 0.00 0.03
C 2.4885 0.8304 2.1993 -0.01 0.00 -0.05
C 1.2354 0.8080 1.5591 0.04 0.04 0.08
N 1.0700 0.4209 0.3181 0.07 -0.27 0.18
C 2.1649 -0.0357 -0.3553 0.05 0.08 0.11
C 1.8696 -0.5545 -1.6574 0.02 0.29 -0.06
O 0.6491 -0.5691 -2.0337 -0.37 -0.68 -0.47
H 5.0700 -1.3153 -2.5220 0.01 0.01 0.01
H 4.5788 0.4532 1.9755 -0.01 0.00 0.00
H 2.5569 1.1650 3.2259 -0.01 0.00 -0.03
H 0.3487 1.1029 2.1005 0.04 0.09 -0.05
C -1.7949 2.5298 2.8388 -0.03 0.05 0.02
C -2.0226 1.4550 1.8075 -0.20 -0.15 0.11
O -1.6478 1.5959 0.6458 0.09 -0.28 -0.18
N -2.6625 0.3480 2.2306 0.32 -0.06 -0.08
C -3.0782 -0.7043 1.3145 -0.05 0.02 -0.04
C -2.0884 -1.8135 1.0626 0.10 0.00 0.08
C -2.3384 -3.0820 1.5669 -0.07 0.08 0.04
C -1.4939 -4.1305 1.2562 0.04 -0.07 -0.01
C -0.4045 -3.8755 0.4451 0.02 0.01 0.01
C -0.2072 -2.5872 -0.0157 -0.12 0.16 0.25
N -1.0234 -1.5631 0.2809 -0.08 -0.30 -0.22
H -1.4960 3.4417 2.3310 0.00 0.01 0.00
H -0.9953 2.2377 3.5221 -0.01 -0.02 0.01
H -2.6944 2.7099 3.4270 0.01 0.01 0.00
H -2.8073 0.2273 3.2186 -0.09 0.05 0.00
H -3.2950 -0.2513 0.3442 -0.05 0.04 -0.02
H -4.0006 -1.1326 1.7033 0.00 -0.02 0.01
H -3.2168 -3.2411 2.1789 0.02 0.00 0.00
H -1.6919 -5.1270 1.6290 0.01 0.01 0.00
H 0.2829 -4.6569 0.1527 0.00 0.01 0.01
H 0.6195 -2.3551 -0.6643 0.04 0.00 -0.10
C -1.6506 3.1829 -1.9623 0.01 -0.04 -0.02
S -0.2329 2.0759 -1.9871 0.01 0.40 -0.06
C -0.2190 1.7243 -3.7517 0.09 -0.10 0.10
H -2.5037 2.6664 -2.4039 -0.02 0.05 0.02
H -1.4146 4.0895 -2.5174 -0.03 -0.01 -0.02
H -1.8699 3.4280 -0.9275 0.02 -0.01 0.00
H 0.1145 2.6159 -4.2798 -0.06 -0.01 -0.04
H -1.2129 1.4034 -4.0587 0.03 0.02 -0.04
H 0.4777 0.9035 -3.9088 -0.03 0.04 0.00
Se -2.5082 -0.3720 -2.0954 -0.92 -0.16 -0.67
```
Forces are in eV/Å.

Maximum force = 0.0326 hartree/bohr
Molar mass = 649.07 g mol⁻¹
HOMO-LUMO gap (spin up / spin down) = 6.8 / 6.3 eV
2S+1 = 2

Charges obtained by natural (NBO) population analysis, quoted in units of e: Fe 0.68; Br 0.07; C -0.20; C -0.20; C -0.13; Br 0.04; C -0.12; C -0.12; C -0.26; C 0.06; N -0.45; C 0.16; C 0.31; O -0.71; H 0.24; H 0.23; H 0.22; H 0.18; C -0.71; C 0.70; O -0.65; N -0.59; C -0.31; C 0.23; C -0.24; C -0.15; C -0.25; C 0.08; N -0.44; H 0.25; H 0.23; H 0.23; H 0.40; H 0.29; H 0.21; H 0.22; H 0.22; H 0.23; H 0.23; C -0.75; S 0.38; C -0.74; H 0.23; H 0.22; H 0.24; H 0.21; H 0.24; H 0.26; Se -0.49


Entry 3:
Entry from OMol25: a 2-piece molecular cluster, C4H14N3 overall at a distorted geometry (ωB97M-V/def2-TZVPD).

```
21
Properties=species:S:1:pos:R:3:forces:R:3
C 1.2796 -0.0596 -2.3683 -1.13 0.11 0.49
C 0.8067 -1.2262 -1.4697 -0.52 -0.73 -0.41
C 2.1132 -1.0844 0.5350 -1.27 -0.53 -1.82
N 0.9472 -0.9387 -0.0163 1.18 0.42 0.74
H 0.6113 0.8301 -2.2148 0.78 -0.59 0.11
H 2.3103 0.1652 -2.1005 0.02 0.26 -0.44
H 1.1327 -0.2976 -3.4381 0.44 -0.18 0.60
H -0.2551 -1.4307 -1.6384 0.11 -0.02 -0.04
H 1.3310 -2.1913 -1.6429 -0.15 0.75 -0.11
H 2.2647 -0.7630 1.5282 0.16 0.14 1.13
H 2.9527 -1.5699 -0.0251 -0.79 0.65 0.40
H -0.0093 -0.5523 0.5819 2.30 -0.83 -1.25
N -2.4052 2.0666 1.6259 1.12 -3.55 1.66
C -1.2952 1.3307 0.9881 1.29 0.33 -0.31
N -1.2285 -0.1523 1.1974 -2.74 1.32 1.63
H -3.2941 1.5862 1.5571 -1.14 0.55 -0.97
H -2.2440 2.0993 2.6329 0.08 1.47 0.43
H -1.3866 1.5190 -0.0569 0.16 0.03 -0.90
H -0.3290 1.6778 1.3640 -0.43 0.58 -0.08
H -1.2761 -0.3933 2.2148 0.24 0.04 -0.89
H -2.0264 -0.6157 0.7457 0.26 -0.20 0.03
```
Forces are in eV/Å.

Total charge = +2
Maximum force = 0.0793 hartree/bohr
Molar mass = 104.18 g mol⁻¹
HOMO-LUMO gap (spin up / spin down) = 11.8 / 5.6 eV
2S+1 = 2

Charges obtained by natural (NBO) population analysis, quoted in units of e: C -0.62; C -0.25; C 0.11; N -0.42; H 0.21; H 0.23; H 0.27; H 0.21; H 0.24; H 0.22; H 0.24; H 0.42; N -0.22; C -0.14; N -0.72; H 0.41; H 0.41; H 0.26; H 0.25; H 0.43; H 0.43


Entry 4:
Entry from OMol25: C14H25GaN3O3 as an isolated structure at a distorted geometry (ωB97M-V/def2-TZVPD).

```
46
Properties=species:S:1:pos:R:3:forces:R:3
C -0.6433 -4.1036 -1.4809 -0.23 0.19 0.24
C -1.3186 -3.6983 -0.3346 0.08 0.26 -0.53
C -1.8618 -2.4261 -0.3456 -0.15 0.05 0.32
C -1.7367 -1.5520 -1.4339 0.00 0.04 -0.21
Ga -2.5047 0.3530 -1.4086 -0.07 -0.12 -0.14
C -1.4790 1.4031 -2.8221 0.50 -0.07 1.06
C -0.2415 1.9853 -2.1590 -0.04 -1.09 -1.08
C 0.9649 2.1626 -3.0169 -0.73 3.09 0.66
O 0.0819 3.2900 -2.4884 0.23 0.37 0.41
N -1.0776 -1.9721 -2.5407 -0.06 -0.13 0.23
C -0.5743 -3.2056 -2.5332 0.19 -0.19 -0.20
H -0.1942 -5.0808 -1.5588 0.10 -0.15 -0.07
H -1.4176 -4.3449 0.5234 -0.02 -0.06 0.16
H -2.3940 -2.0835 0.5287 -0.02 0.06 0.14
H -2.1484 0.9716 0.0530 0.03 0.04 0.00
H -4.1015 0.3576 -1.5895 -0.05 -0.08 -0.05
H -1.0787 0.7396 -3.5812 -0.52 -0.18 -0.38
H -2.0127 2.2490 -3.2438 -0.21 -0.05 -0.27
H -0.0409 1.6824 -1.1400 0.08 0.17 0.36
H 1.9067 2.4720 -2.5820 0.53 -0.99 -0.14
H 0.8315 2.3502 -4.0713 0.35 -1.18 -0.39
H -0.0656 -3.5248 -3.4374 0.06 0.09 -0.15
C 5.0515 -0.0169 -0.8216 0.03 -0.12 0.06
O 5.7708 -0.4763 -1.6879 0.05 0.03 -0.05
N 4.7194 1.2828 -0.7163 -0.05 0.13 0.16
C 3.8688 1.7814 0.3466 0.04 0.08 -0.21
C 5.2293 2.2066 -1.7144 -0.02 -0.24 -0.03
H 4.6105 -0.6422 -0.0274 -0.03 0.01 -0.01
H 2.9691 2.2368 -0.0711 -0.04 0.00 0.07
H 4.4032 2.5285 0.9385 -0.05 0.00 0.04
H 3.5731 0.9622 0.9980 -0.01 -0.03 -0.01
H 4.8771 1.9034 -2.7005 0.05 0.10 -0.06
H 6.3201 2.1861 -1.7201 0.00 0.05 -0.05
H 4.8801 3.2123 -1.4956 -0.04 0.00 0.04
C -2.5938 -1.8794 3.9234 -0.04 -0.04 -0.05
O -1.9432 -2.2982 2.9887 0.06 -0.15 0.09
N -2.9050 -0.5839 4.1100 -0.05 0.15 0.13
C -3.6868 -0.1347 5.2391 0.10 0.06 -0.20
C -2.4350 0.3900 3.1293 -0.02 -0.18 0.01
H -2.9979 -2.5423 4.7114 0.00 0.03 0.01
H -4.6025 0.3525 4.8959 -0.02 0.01 0.08
H -3.1141 0.5776 5.8384 -0.06 0.01 0.05
H -3.9558 -0.9831 5.8663 0.01 -0.03 -0.01
H -2.8182 0.1573 2.1376 0.05 0.06 -0.05
H -1.3467 0.3713 3.0750 0.01 0.03 -0.05
H -2.7680 1.3836 3.4197 -0.03 0.00 0.03
```
Forces are in eV/Å.

Total charge = -1
Maximum force = 0.0631 hartree/bohr
Molar mass = 353.09 g mol⁻¹
HOMO-LUMO gap = 7.4 eV

Charges obtained by natural (NBO) population analysis, quoted in units of e: C -0.30; C -0.19; C -0.27; C -0.13; Ga 0.81; C -0.90; C 0.09; C -0.18; O -0.54; N -0.47; C 0.02; H 0.19; H 0.20; H 0.21; H -0.37; H -0.33; H 0.23; H 0.21; H 0.17; H 0.17; H 0.19; H 0.16; C 0.53; O -0.63; N -0.43; C -0.40; C -0.42; H 0.11; H 0.21; H 0.19; H 0.21; H 0.22; H 0.21; H 0.20; C 0.53; O -0.62; N -0.43; C -0.39; C -0.42; H 0.09; H 0.19; H 0.19; H 0.20; H 0.25; H 0.21; H 0.20


Entry 5:
Entry from OMol25: a 2-piece molecular cluster, H4O2 overall at a distorted geometry (ωB97M-V/def2-TZVPD).

```
6
Properties=species:S:1:pos:R:3:forces:R:3
H -1.7713 -0.1398 -0.0019 0.07 0.22 0.18
H -0.6261 -1.0743 0.2642 -0.09 -0.14 0.14
H 0.9823 0.2614 0.4321 0.04 0.84 -0.47
H 1.2359 0.3573 -1.0741 0.08 0.58 0.61
O -1.0684 -0.3052 0.6394 -0.34 -0.47 -0.14
O 1.2475 0.9006 -0.2597 0.24 -1.04 -0.32
```
Forces are in eV/Å.

Maximum force = 0.0216 hartree/bohr
Molar mass = 36.03 g mol⁻¹
SMILES string = O.O
HOMO-LUMO gap = 11.5 eV

Charges obtained by natural (NBO) population analysis, quoted in units of e: H 0.48; H 0.46; H 0.47; H 0.46; O -0.93; O -0.93


Entry 6:
Entry from OMol25: C21H14Br2O2S as an isolated structure at a distorted geometry (ωB97M-V/def2-TZVPD).

```
40
Properties=species:S:1:pos:R:3:forces:R:3
O -5.3335 0.6431 0.6010 3.25 -0.43 0.72
Br 6.9002 2.3834 -1.5884 -0.78 0.97 -0.14
Br 5.0213 -2.2363 1.0037 0.11 1.08 -0.27
O 6.9443 -0.2184 -0.3928 -0.06 2.05 -1.22
S -3.9462 -1.2827 1.6351 -0.28 1.59 1.07
C -4.1223 0.3905 0.8406 -5.99 -0.29 -0.89
C 1.7593 1.9142 0.2440 -2.09 -2.49 1.09
C 0.6059 1.1307 0.4755 3.13 2.52 -0.57
C -2.2564 -4.2845 -1.1424 1.26 -2.14 -0.54
C -2.6465 -3.1016 -1.6608 -0.68 1.27 -0.99
C -2.2905 -4.5697 0.2005 -1.55 1.19 0.78
C -2.3346 3.5209 -0.2404 1.45 0.34 -0.75
C -3.1738 -2.1048 -0.8717 0.03 -0.65 1.79
C -2.8413 -3.6197 1.0427 0.91 1.75 -3.37
C -3.3507 2.6251 -0.0378 -0.79 -0.48 1.46
C -1.0271 3.0443 -0.1597 -1.18 -2.14 1.24
C 4.1781 2.1402 -0.4325 -1.77 0.84 1.10
C 3.4379 0.1703 0.7531 3.23 -2.28 -0.01
C -1.7781 0.8822 0.8275 -0.31 1.22 -1.70
C 5.4262 1.6102 -0.6188 -0.15 1.46 -0.49
C 4.7509 -0.3879 0.5167 -1.20 1.07 0.04
C 5.7531 0.3841 -0.1489 -0.64 -4.52 1.75
C -3.1993 -2.3338 0.5088 0.20 -1.76 -0.16
C -3.1060 1.3459 0.5238 2.66 -0.48 0.63
C 3.1543 1.4158 0.3439 0.45 2.66 -2.96
C -0.7482 1.6804 0.3126 0.18 1.37 0.53
H 7.3203 0.4790 -1.0459 0.30 -1.97 1.20
H 1.6489 2.9425 -0.0525 -0.09 0.18 -0.15
H 0.7002 0.0902 0.8293 -0.12 0.63 -0.35
H -1.9473 -5.0714 -1.8122 0.20 -0.04 -0.23
H -2.6546 -2.9372 -2.7244 0.09 -0.17 -0.29
H -2.1485 -5.5075 0.6870 0.59 -0.79 -0.41
H -2.5077 4.5998 -0.5335 0.06 -1.53 0.41
H -3.7342 -1.2776 -1.2401 0.17 0.70 -0.50
H -2.9450 -3.9460 2.0007 -0.50 0.03 2.89
H -4.3285 3.0718 -0.0579 -0.63 -0.71 -0.26
H -0.3062 3.7944 -0.2904 1.46 0.34 -0.38
H 3.9206 3.1619 -0.8100 0.31 -1.13 0.27
H 2.6957 -0.4601 1.1796 -0.35 -0.39 0.41
H -1.4907 -0.0821 1.3349 -0.88 1.14 -0.71
```
Forces are in eV/Å.

Maximum force = 0.1180 hartree/bohr
Molar mass = 490.22 g mol⁻¹
HOMO-LUMO gap = 7.3 eV

Charges obtained by natural (NBO) population analysis, quoted in units of e: O -0.52; Br 0.08; Br 0.08; O -0.66; S 0.26; C 0.41; C -0.16; C -0.19; C -0.23; C -0.18; C -0.19; C -0.21; C -0.24; C -0.22; C -0.15; C -0.16; C -0.20; C -0.19; C -0.15; C -0.15; C -0.12; C 0.30; C -0.20; C -0.19; C -0.08; C -0.06; H 0.46; H 0.20; H 0.21; H 0.21; H 0.21; H 0.22; H 0.23; H 0.22; H 0.21; H 0.24; H 0.21; H 0.23; H 0.23; H 0.25